9
Properties=species:S:1:pos:R:3:mulliken_charge:R:1 method="wB97M-V/def2-TZVPD" orbital_gap_ev=10.03 e_tot_ha=-726.6865 lumo_ev=0.268 de_lowest_kj_mol=245.3
C -1.15 0.94 0.49 -0.291
C -0.77 -0.34 0.23 0.022
C 0.83 -1.83 -0.65 0.218
H -2.10 1.55 1.03 0.290
H -1.20 -1.25 0.74 0.294
H 1.68 -2.03 -1.40 0.342
O 0.36 -0.57 -0.53 -0.190
O 0.53 -3.00 -0.04 -0.526
Cl 0.06 2.22 0.22 -0.158


13
Properties=species:S:1:pos:R:3:mulliken_charge:R:1 method="wB97M-V/def2-TZVPD" orbital_gap_ev="7.50 / 6.74" e_tot_ha=-571.3233 charge=+1 lumo_ev="-4.035 / -8.081" spin_multiplicity=3
H -1.70 -1.97 -0.64 0.414
C -1.39 -0.94 -0.81 -0.298
C -1.95 0.35 -0.30 -0.085
O -0.86 1.25 -0.51 -0.288
C 0.22 0.58 -0.90 0.716
O 1.24 1.13 -1.29 -0.588
O -0.08 -0.71 -1.15 -0.301
H -2.20 0.33 0.77 0.225
H -2.82 0.72 -0.87 0.233
H 2.54 0.45 0.42 0.399
Hg 2.59 -2.03 2.01 0.835
O 2.36 0.05 1.38 -0.610
H 2.05 0.78 1.92 0.349